Record 1
172
Properties=species:S:1:pos:R:3 method="wB97M-V/def2-TZVPD" charge=+1 total_energy_ha=-9136.06375
C -0.025 -9.437 3.641
C -1.309 -9.630 2.815
C -1.876 -8.368 2.152
C -2.889 -7.599 2.984
O -2.231 -6.842 4.008
C -2.938 -5.930 4.809
C -4.434 -6.252 4.718
C -5.383 -5.658 5.716
O -5.256 -4.654 6.332
I -7.183 -6.826 5.976
C -2.542 -4.475 4.313
C -1.891 -4.423 2.906
C -0.374 -4.159 2.791
C 0.554 -5.315 3.161
C -0.141 -3.848 1.284
P -3.968 -3.264 4.072
O -4.957 -3.781 3.096
O -1.609 -3.849 5.194
C -2.056 -3.696 6.519
N -1.020 -2.971 7.242
C 0.152 -3.050 6.901
S 1.670 -3.222 6.669
C -2.258 -5.048 7.245
C -3.318 -4.933 8.371
C -2.765 -5.266 9.767
C -1.647 -4.343 10.225
C -1.016 -4.824 11.552
C 0.468 -5.103 11.398
O 0.681 -6.004 10.316
C 1.145 -7.276 10.716
N -2.357 -6.222 6.264
Br -0.490 -6.815 6.079
P -3.245 -7.692 7.075
O -2.094 -7.992 8.147
O -2.956 -8.815 5.964
H -0.229 -9.555 4.705
H 0.750 -10.138 3.341
H 0.391 -8.437 3.510
H -2.088 -10.108 3.413
H -1.078 -10.325 2.007
H -1.096 -7.711 1.765
H -2.455 -8.695 1.283
H -3.442 -6.933 2.313
H -3.607 -8.329 3.366
H -4.624 -7.320 4.735
H -4.790 -5.928 3.732
H -2.155 -5.265 2.272
H -2.322 -3.567 2.384
H -0.092 -3.241 3.304
H 0.062 -6.282 3.103
H 1.425 -5.320 2.505
H 0.941 -5.199 4.175
H -0.932 -3.233 0.861
H -0.023 -4.777 0.725
H 0.774 -3.264 1.193
H -4.485 -2.812 5.288
H -3.247 -2.158 3.589
H -2.943 -3.070 6.598
H -1.333 -5.210 7.788
H -4.219 -5.518 8.208
H -3.652 -3.895 8.420
H -3.608 -5.121 10.451
H -2.478 -6.313 9.861
H -0.833 -4.351 9.498
H -2.003 -3.319 10.328
H -1.490 -5.766 11.850
H -1.202 -4.126 12.368
H 1.050 -4.190 11.251
H 0.834 -5.560 12.323
H 2.031 -7.199 11.351
H 1.430 -7.829 9.822
H 0.358 -7.831 11.239
H -2.512 -8.376 8.934
H -3.781 -9.256 5.714
C -3.190 0.479 -2.035
C -2.359 0.193 -1.025
C -1.245 -0.814 -1.162
O -0.536 -0.993 -0.183
C -1.081 -1.509 -2.419
C -1.913 -1.226 -3.434
C -3.017 -0.200 -3.305
O -3.704 -0.005 -4.289
O -1.844 -1.806 -4.620
O -2.431 0.763 0.174
H -3.987 1.201 -1.949
H -0.287 -2.238 -2.502
H -2.558 -1.410 -5.160
H -1.703 0.374 0.697
C -2.807 5.133 -3.409
C -2.154 6.062 -4.126
C -0.650 6.210 -4.054
O -0.147 7.069 -4.754
C 0.097 5.335 -3.170
C -0.563 4.417 -2.452
C -2.060 4.258 -2.542
O -2.562 3.378 -1.857
O 0.021 3.576 -1.609
O -2.751 6.906 -4.946
H -3.881 5.009 -3.447
H 1.170 5.458 -3.116
H -0.700 3.037 -1.227
H -2.047 7.450 -5.353
C 1.452 4.845 -10.246
C 0.455 5.698 -9.971
C -0.072 5.890 -8.570
O -0.970 6.698 -8.416
C 0.510 5.107 -7.499
C 1.505 4.254 -7.772
C 2.048 4.078 -9.170
O 2.965 3.289 -9.310
O 2.099 3.498 -6.857
O -0.149 6.439 -10.889
H 1.836 4.699 -11.247
H 0.116 5.246 -6.504
H 2.782 2.987 -7.336
H -0.825 6.963 -10.415
C -6.817 7.412 -0.835
C -6.934 8.073 0.326
C -6.151 7.679 1.556
O -6.316 8.353 2.555
C -5.264 6.536 1.477
C -5.148 5.872 0.318
C -5.917 6.281 -0.920
O -5.735 5.629 -1.933
O -4.357 4.819 0.168
O -7.731 9.116 0.498
H -7.371 7.688 -1.721
H -4.718 6.255 2.366
H -4.440 4.516 -0.759
H -7.614 9.398 1.427
C 5.105 4.185 -13.312
C 6.233 4.911 -13.376
C 6.254 6.284 -14.018
O 7.317 6.876 -14.011
C 5.034 6.807 -14.594
C 3.914 6.074 -14.529
C 3.882 4.715 -13.870
O 2.807 4.140 -13.849
O 2.751 6.465 -15.026
O 7.383 4.481 -12.886
H 5.071 3.206 -12.854
H 5.067 7.781 -15.061
H 2.118 5.744 -14.835
H 8.084 5.153 -13.028
C 0.293 0.500 10.912
C 0.037 -0.066 9.726
C 0.183 0.691 8.426
O -0.053 0.076 7.399
C 0.587 2.079 8.472
C 0.839 2.650 9.660
C 0.718 1.887 10.959
O 0.985 2.487 11.982
O 1.213 3.910 9.800
O -0.358 -1.327 9.584
H 0.195 -0.033 11.847
H 0.674 2.615 7.539
H 1.332 4.059 10.759
H -0.485 -1.482 8.622
C 12.091 6.160 -12.473
C 13.209 6.899 -12.524
C 13.235 8.274 -13.149
O 14.299 8.865 -13.127
C 12.017 8.794 -13.730
C 10.893 8.060 -13.685
C 10.869 6.691 -13.036
O 9.801 6.106 -13.028
O 9.749 8.481 -14.199
O 14.374 6.501 -12.038
H 12.062 5.177 -12.025
H 12.051 9.772 -14.187
H 9.051 7.807 -14.063
H 15.001 7.233 -12.209


Record 2
152
Properties=species:S:1:pos:R:3 method="wB97M-V/def2-TZVPD" charge=+1 total_energy_ha=-3446.55139
C -0.085 -0.024 -3.024
C 0.233 0.603 -1.681
C 1.230 1.772 -1.825
C 0.502 3.129 -2.047
C 2.258 1.894 -0.730
C 3.607 2.053 -1.087
C 4.141 2.116 -2.474
C 4.543 3.581 -2.786
C 5.520 3.677 -3.941
F 6.108 4.916 -3.912
N 4.488 2.194 -0.116
N 4.279 2.207 1.178
C 3.035 2.090 1.575
C 2.823 2.187 3.057
C 3.928 3.033 3.737
C 4.813 2.161 4.586
F 5.274 1.097 3.902
F 5.856 2.823 5.096
F 4.094 1.686 5.636
C 1.982 1.918 0.627
C 0.580 1.806 1.131
C 0.169 0.383 1.673
C 1.272 -0.674 1.652
C -0.394 0.502 3.081
H 0.840 -0.352 -3.496
H -0.560 0.696 -3.687
H -0.757 -0.869 -2.930
H 0.653 -0.124 -0.998
H -0.694 0.934 -1.228
H 1.724 1.555 -2.758
H -0.569 3.031 -1.921
H 0.919 3.905 -1.413
H 0.658 3.459 -3.069
H 5.044 1.515 -2.534
H 3.403 1.797 -3.187
H 3.652 4.167 -2.996
H 5.006 4.030 -1.911
H 6.302 2.926 -3.862
H 4.982 3.577 -4.879
H 5.459 2.314 -0.389
H 2.825 1.199 3.500
H 1.882 2.678 3.249
H 4.524 3.583 3.021
H 3.476 3.768 4.392
H -0.082 2.092 0.331
H 0.441 2.524 1.934
H -0.645 0.025 1.049
H 2.084 -0.423 2.324
H 1.626 -0.897 0.650
H 0.845 -1.598 2.033
H -1.168 1.260 3.113
H 0.383 0.747 3.792
H -0.865 -0.440 3.331
N 0.533 2.945 5.670
C -0.380 3.890 5.897
C -0.362 4.725 7.003
C 0.660 4.571 7.926
C 1.616 3.592 7.709
C 1.508 2.806 6.571
H -1.163 3.976 5.151
H -1.128 5.475 7.135
H 0.709 5.203 8.803
H 2.428 3.438 8.405
H 2.229 2.030 6.362
N 7.671 -2.186 -0.125
C 6.728 -1.258 -0.005
C 6.637 -0.383 1.067
C 7.580 -0.481 2.078
C 8.571 -1.441 1.970
C 8.572 -2.265 0.852
H 6.006 -1.219 -0.817
H 5.849 0.355 1.103
H 7.544 0.183 2.932
H 9.329 -1.552 2.733
H 9.332 -3.028 0.727
N -2.471 -1.030 -5.803
C -1.859 -1.511 -6.884
C -1.671 -2.863 -7.130
C -2.142 -3.771 -6.199
C -2.780 -3.294 -5.066
C -2.920 -1.924 -4.917
H -1.503 -0.767 -7.588
H -1.169 -3.191 -8.029
H -2.015 -4.835 -6.353
H -3.164 -3.969 -4.313
H -3.418 -1.507 -4.047
N 12.014 1.117 0.972
C 13.140 1.650 1.442
C 13.281 2.137 2.734
C 12.191 2.070 3.584
C 11.010 1.519 3.112
C 10.976 1.059 1.804
H 13.968 1.686 0.743
H 14.221 2.558 3.061
H 12.259 2.440 4.599
H 10.134 1.448 3.743
H 10.077 0.620 1.393
N -2.250 -2.531 3.439
C -1.296 -3.029 4.226
C -1.223 -4.362 4.600
C -2.197 -5.232 4.136
C -3.197 -4.731 3.318
C -3.177 -3.382 3.001
H -0.554 -2.316 4.572
H -0.424 -4.708 5.241
H -2.179 -6.282 4.404
H -3.977 -5.374 2.935
H -3.943 -2.952 2.363
N -8.112 1.398 -4.705
C -7.518 0.445 -3.989
C -6.191 0.076 -4.147
C -5.435 0.733 -5.105
C -6.037 1.725 -5.862
C -7.372 2.018 -5.623
H -8.147 -0.043 -3.251
H -5.764 -0.703 -3.530
H -4.394 0.476 -5.256
H -5.485 2.262 -6.621
H -7.881 2.789 -6.191
N -2.253 -8.757 4.384
C -1.301 -9.256 5.171
C -1.231 -10.588 5.547
C -2.207 -11.453 5.082
C -3.207 -10.953 4.264
C -3.183 -9.605 3.945
H -0.557 -8.545 5.516
H -0.433 -10.936 6.187
H -2.190 -12.501 5.354
H -3.989 -11.594 3.880
H -3.945 -9.174 3.305
N -11.432 -0.290 -6.890
C -11.873 -0.934 -7.969
C -11.041 -1.482 -8.934
C -9.672 -1.350 -8.771
C -9.194 -0.681 -7.656
C -10.111 -0.172 -6.748
H -12.951 -1.012 -8.059
H -11.457 -1.997 -9.789
H -8.988 -1.763 -9.503
H -8.132 -0.555 -7.490
H -9.778 0.355 -5.862
N -6.113 3.570 -0.672
C -6.550 4.636 -0.002
C -7.877 5.038 0.024
C -8.804 4.295 -0.689
C -8.369 3.185 -1.393
C -7.020 2.867 -1.349
H -5.793 5.192 0.540
H -8.174 5.912 0.587
H -9.848 4.578 -0.697
H -9.056 2.578 -1.967
H -6.638 2.006 -1.886


Record 3
156
Properties=species:S:1:pos:R:3 method="wB97M-V/def2-TZVPD" charge=0 total_energy_ha=-3873.64946
C -17.058 3.485 -30.772
O -16.448 3.069 -29.520
C -16.762 3.682 -28.438
O -17.607 4.553 -28.310
O -15.846 3.322 -27.591
C -15.918 3.935 -26.294
H -16.676 2.897 -31.607
H -16.718 4.513 -30.892
H -18.138 3.430 -30.636
H -15.066 3.651 -25.676
H -16.771 3.508 -25.768
H -15.916 5.025 -26.324
C -10.551 3.139 -20.005
O -9.549 4.071 -20.517
C -9.730 4.778 -21.578
O -10.791 4.908 -22.158
O -8.577 5.520 -21.884
C -8.724 6.585 -22.786
H -10.865 2.296 -20.621
H -11.483 3.692 -19.892
H -10.166 2.783 -19.050
H -9.551 7.268 -22.593
H -8.620 6.269 -23.824
H -7.852 7.209 -22.590
C -8.574 7.918 -26.456
O -9.845 7.883 -25.847
C -10.835 8.712 -26.188
O -11.815 8.787 -25.499
O -10.572 9.444 -27.301
C -11.477 10.319 -27.945
H -8.633 7.727 -27.527
H -7.960 7.382 -25.733
H -8.258 8.961 -26.478
H -10.904 10.946 -28.629
H -11.881 11.115 -27.319
H -12.252 9.950 -28.617
C -23.757 11.437 -22.572
O -23.299 10.316 -21.901
C -22.074 9.793 -22.110
O -21.306 10.183 -22.934
O -21.991 8.673 -21.416
C -20.817 7.891 -21.413
H -23.137 12.322 -22.431
H -24.791 11.566 -22.252
H -23.896 11.123 -23.606
H -20.658 7.469 -22.406
H -20.805 7.188 -20.581
H -19.956 8.530 -21.216
C -13.477 5.898 -23.726
O -14.827 5.692 -23.894
C -15.825 5.857 -22.960
O -15.716 6.518 -21.942
O -16.946 5.298 -23.424
C -18.032 5.056 -22.644
H -12.955 5.413 -24.551
H -12.982 5.483 -22.848
H -13.246 6.962 -23.780
H -17.986 4.056 -22.213
H -18.867 5.032 -23.344
H -18.385 5.784 -21.914
F -13.880 11.242 -20.824
C -13.168 10.183 -20.372
C -12.299 10.301 -19.328
C -11.526 9.177 -18.878
C -11.670 7.910 -19.475
C -12.693 7.825 -20.429
C -13.418 8.953 -20.871
H -12.155 11.238 -18.811
H -10.721 9.334 -18.176
H -11.179 7.016 -19.118
H -13.024 6.839 -20.717
H -14.215 8.866 -21.594
F -10.964 2.556 -24.701
C -11.723 2.161 -25.690
C -12.279 3.045 -26.622
C -12.849 2.527 -27.829
C -12.964 1.162 -28.073
C -12.436 0.258 -27.081
C -11.812 0.756 -25.927
H -12.285 4.093 -26.363
H -13.343 3.206 -28.509
H -13.556 0.888 -28.934
H -12.544 -0.808 -27.219
H -11.511 0.005 -25.211
F -20.850 4.218 -24.639
C -21.133 3.780 -25.905
C -20.125 3.590 -26.809
C -20.311 2.790 -27.901
C -21.605 2.311 -28.130
C -22.696 2.679 -27.289
C -22.420 3.370 -26.109
H -19.130 3.874 -26.501
H -19.511 2.590 -28.599
H -21.645 1.737 -29.044
H -23.696 2.324 -27.490
H -23.209 3.505 -25.383
C -22.727 5.589 -19.993
C -22.522 5.550 -18.614
C -21.574 4.736 -18.060
C -20.780 4.006 -18.978
C -21.009 3.990 -20.402
C -22.099 4.688 -20.849
H -23.526 6.168 -20.430
H -23.170 6.194 -18.038
H -21.380 4.550 -17.013
H -20.081 3.305 -18.548
H -20.390 3.510 -21.146
H -22.384 4.715 -21.891
C -19.262 9.348 -25.329
C -19.108 7.988 -25.119
C -18.955 7.138 -26.151
C -18.898 7.581 -27.470
C -19.076 8.968 -27.718
C -19.209 9.842 -26.645
H -19.357 10.082 -24.543
H -19.198 7.500 -24.159
H -18.732 6.129 -25.838
H -18.509 6.876 -28.190
H -19.194 9.337 -28.726
H -19.243 10.911 -26.793
C -15.146 8.051 -17.709
C -15.402 6.802 -18.181
C -15.000 5.689 -17.467
C -14.544 5.825 -16.120
C -14.177 7.128 -15.678
C -14.462 8.210 -16.484
H -15.450 8.928 -18.260
H -15.891 6.654 -19.133
H -15.288 4.717 -17.840
H -14.330 4.959 -15.512
H -13.654 7.367 -14.764
H -14.243 9.224 -16.186
C -14.411 1.685 -22.407
C -15.638 1.206 -21.893
C -16.344 1.811 -20.808
C -15.787 2.949 -20.257
C -14.528 3.418 -20.753
C -13.888 2.825 -21.886
H -13.864 1.087 -23.121
H -16.023 0.333 -22.399
H -17.256 1.568 -20.282
H -16.318 3.279 -19.376
H -14.054 4.173 -20.143
H -12.951 3.327 -22.073
C -18.164 11.299 -22.122
C -17.299 10.237 -21.974
C -16.983 9.791 -20.715
C -17.568 10.360 -19.604
C -18.452 11.432 -19.712
C -18.681 11.966 -20.972
H -18.317 11.696 -23.115
H -16.666 10.076 -22.834
H -16.251 8.999 -20.654
H -17.357 9.913 -18.643
H -19.023 11.769 -18.859
H -19.227 12.896 -21.023